This record from OMol25 describes a 16-piece molecular cluster, C21H59ClN19O34P2 overall in a non-equilibrium geometry. The level of theory is the ωB97M-V functional and the def2-TZVPD basis.

Structure (XYZ):
```
136
Properties=species:S:1:pos:R:3:forces:R:3
C -2.285518 -7.029390 1.476577 -0.221 0.242 -0.178
C -2.422833 -5.528964 1.337964 -0.498 0.090 0.631
C -3.766717 -4.782299 1.480996 0.191 -1.292 -0.842
C -4.997670 -5.271882 0.741389 -0.023 0.671 -0.257
C -5.941686 -4.132239 0.515543 -1.453 -0.065 0.505
N -7.126253 -4.190559 0.988715 0.983 -0.146 -0.274
N -3.336014 -3.432351 0.949830 1.068 0.787 2.598
Cl -3.261170 -2.242265 2.244104 -1.117 -0.010 -0.155
C -2.059774 -3.557870 0.479604 -1.336 -0.082 -0.843
N -1.232051 -2.565024 0.400848 0.894 -0.686 -0.393
P 0.368927 -2.799953 -0.218851 1.817 -0.333 -1.480
O 0.381969 -2.888518 -1.668267 -0.720 -0.141 -0.675
O 0.969433 -4.143428 0.381987 -0.904 1.019 0.531
O 1.277476 -1.623509 0.287785 -1.198 -0.276 0.998
N -1.823801 -4.863488 0.152696 0.855 -0.739 -0.495
P -2.231919 -5.317301 -1.446737 -0.724 0.232 -1.595
O -3.061574 -4.288088 -2.092165 -0.075 0.593 0.044
H -3.226034 -7.556371 1.523372 -0.265 0.042 -0.332
H -1.661401 -7.432836 0.698211 0.232 -0.253 -0.348
H -1.795110 -7.217802 2.412593 0.326 -0.216 0.403
H -1.853839 -5.092502 2.150506 0.389 -0.006 0.303
H -3.980311 -4.813136 2.532477 -0.227 0.915 0.505
H -5.539318 -5.988943 1.320074 -0.065 -0.496 0.459
H -4.770587 -5.745745 -0.199781 0.236 -0.093 -0.515
H -5.615762 -3.253938 -0.022463 0.352 0.136 -0.364
H -7.616222 -3.339350 0.737817 -0.312 0.163 0.018
H -1.549028 -1.640435 0.694406 -0.006 0.003 -0.007
H 0.770745 -4.789211 -0.320808 0.339 -0.784 0.004
H 0.814390 -1.091771 0.959450 0.254 0.447 0.202
H -1.067865 -5.579748 -2.162228 0.240 -0.107 0.399
H -2.946761 -6.523681 -1.380945 0.490 -0.253 0.680
C -1.933798 1.721715 2.345671 -0.230 -0.169 -0.413
N -0.839144 0.752817 2.101303 -0.410 0.679 0.195
O -1.106588 -0.266124 1.460762 0.651 0.343 0.049
O 0.248307 0.995694 2.538596 0.217 -0.239 -0.111
H -2.835536 1.335401 1.886681 0.000 -0.065 -0.040
H -2.052986 1.811419 3.412796 0.048 0.026 0.227
H -1.646070 2.675978 1.904931 0.128 -0.069 0.157
C 0.442314 3.981622 -0.739328 -0.317 0.015 0.201
N -0.761755 4.609720 -0.121322 0.139 -0.064 -0.194
O -1.490532 5.248513 -0.838202 -0.135 0.068 0.050
O -0.941299 4.453798 1.077182 0.100 -0.041 0.138
H 0.442811 4.219283 -1.785738 -0.035 0.101 -0.233
H 1.309341 4.397518 -0.242445 0.070 -0.014 0.069
H 0.375822 2.908592 -0.580069 0.003 0.002 0.108
C -6.474947 -10.023176 2.234123 0.045 -0.018 0.191
N -5.894524 -8.818481 1.582158 -0.054 -0.092 0.136
O -5.096359 -8.148538 2.217079 -0.089 -0.140 0.194
O -6.248291 -8.571945 0.456632 -0.014 0.052 -0.242
H -6.062532 -10.106852 3.230342 0.056 0.054 0.045
H -7.550589 -9.887699 2.264679 -0.048 -0.016 -0.107
H -6.208840 -10.880397 1.625367 -0.068 -0.004 -0.101
C -1.494700 -1.630013 -3.756584 0.157 0.070 0.023
N -2.060785 -0.294828 -4.089673 0.096 -0.271 0.054
O -1.356262 0.675299 -3.935869 0.050 0.206 0.051
O -3.207620 -0.275471 -4.485362 -0.210 0.095 -0.090
H -0.479641 -1.500770 -3.414608 0.080 0.070 0.021
H -2.116386 -2.062794 -2.978769 -0.094 -0.111 -0.095
H -1.529293 -2.234531 -4.656686 -0.144 -0.041 -0.017
C 2.741711 -5.909663 -2.758381 0.096 0.015 -0.051
N 1.997219 -6.749386 -1.781687 0.376 0.057 -0.117
O 2.491655 -7.773619 -1.412342 -0.087 -0.161 0.062
O 0.900781 -6.332238 -1.408517 -0.157 0.113 0.200
H 3.676089 -6.403151 -2.987114 0.044 -0.089 0.056
H 2.121399 -5.811905 -3.643243 -0.092 0.083 0.027
H 2.910518 -4.942874 -2.294109 -0.095 0.062 -0.003
C 3.692100 -3.298037 1.877293 -0.144 0.224 -0.072
N 4.958457 -4.024825 1.606717 -0.135 -0.001 0.041
O 4.945702 -4.870336 0.736620 -0.007 -0.131 -0.186
O 5.917116 -3.720737 2.276299 0.129 0.019 0.059
H 2.921472 -3.647503 1.206591 0.166 -0.183 0.011
H 3.420526 -3.473383 2.913216 0.107 0.044 0.070
H 3.886560 -2.244557 1.701262 0.082 0.051 0.142
C -1.252868 4.120910 6.344091 -0.367 -0.027 0.256
N -1.977932 3.082660 5.570154 0.028 0.279 0.167
O -2.625405 3.445342 4.609371 -0.169 0.113 -0.048
O -1.872810 1.928022 5.926817 0.066 -0.216 -0.030
H -1.446702 5.080669 5.893633 -0.029 0.107 -0.089
H -1.623046 4.088550 7.364764 0.005 -0.128 0.024
H -0.205908 3.873731 6.301552 0.171 -0.088 0.069
C -3.570434 5.621593 -3.127554 0.117 -0.056 -0.029
N -4.036123 6.896296 -3.738251 0.138 -0.247 0.124
O -3.211309 7.775658 -3.870851 0.082 0.285 -0.112
O -5.198038 6.967713 -4.061392 -0.159 0.048 -0.051
H -2.520324 5.719181 -2.897369 0.081 0.063 -0.017
H -4.152806 5.456548 -2.227976 -0.105 -0.026 -0.016
H -3.740889 4.832401 -3.852521 -0.131 -0.027 -0.003
C 1.052333 6.698107 3.119294 0.086 -0.075 -0.128
N 0.541521 6.290969 4.453440 0.190 0.082 -0.210
O 0.986212 5.274836 4.948750 0.190 -0.130 -0.040
O -0.289615 7.002170 4.968257 -0.131 0.078 0.122
H 1.783470 5.969590 2.796955 0.056 -0.061 0.056
H 0.202805 6.730337 2.444348 -0.068 0.078 0.035
H 1.500973 7.678850 3.231930 -0.050 0.069 0.022
C 4.012804 3.242992 -3.736256 -0.192 0.127 -0.211
N 2.688418 3.667409 -3.205994 0.366 0.021 -0.193
O 2.670144 4.558983 -2.385137 0.150 0.041 0.086
O 1.705600 3.098825 -3.634556 -0.173 -0.106 0.036
H 4.774228 3.839799 -3.272550 0.028 0.156 0.093
H 4.146465 2.194827 -3.501804 -0.037 -0.069 -0.016
H 3.991485 3.405216 -4.809220 -0.059 -0.083 -0.052
C 7.970895 3.491391 -1.107924 -0.080 0.169 0.167
N 6.841143 3.015150 -1.947033 0.343 0.070 0.357
O 5.868703 2.543302 -1.397011 -0.116 -0.127 0.090
O 6.969773 3.141002 -3.144179 0.025 -0.084 -0.344
H 7.727870 3.321392 -0.068113 -0.081 -0.068 0.042
H 8.851063 2.933688 -1.395979 0.065 0.014 -0.088
H 8.093627 4.550209 -1.313144 0.029 0.017 -0.086
C 3.865632 5.079551 7.060967 0.080 -0.130 0.105
N 4.393097 5.683675 5.808403 -0.027 -0.113 0.159
O 5.463119 5.296387 5.398541 0.118 -0.052 -0.095
O 3.702848 6.528180 5.282321 -0.107 0.230 -0.167
H 4.578795 4.347771 7.415640 0.086 -0.021 -0.026
H 3.736585 5.881377 7.779668 -0.096 0.059 -0.019
H 2.913984 4.618136 6.819474 -0.092 0.102 -0.024
C -0.104222 8.263609 -5.137409 0.032 0.168 -0.077
N 0.981040 7.517955 -4.443723 -0.141 0.085 -0.085
O 2.122598 7.878354 -4.619792 0.194 0.026 -0.013
O 0.642567 6.587987 -3.742442 -0.068 -0.151 0.098
H 0.339058 9.056519 -5.724549 0.125 0.010 -0.007
H -0.628255 7.556189 -5.769969 -0.105 -0.062 0.074
H -0.765461 8.662221 -4.376166 -0.113 -0.124 0.029
C -6.165202 -1.641336 -4.549822 0.115 0.047 0.099
N -7.517070 -1.365744 -3.991129 0.159 -0.038 -0.070
O -7.584589 -0.679901 -2.993113 -0.020 0.072 0.194
O -8.460006 -1.850590 -4.572317 -0.152 -0.069 -0.073
H -5.429042 -1.147876 -3.933130 0.021 0.076 0.048
H -6.024609 -2.717060 -4.541545 -0.061 -0.051 -0.097
H -6.143088 -1.254649 -5.562448 -0.048 -0.058 -0.073
C 10.589448 -0.669975 0.161617 0.149 -0.014 0.030
N 9.907204 0.528998 -0.393471 0.031 -0.146 0.025
O 10.565565 1.534332 -0.540674 0.130 0.186 -0.031
O 8.729930 0.424267 -0.667885 -0.096 -0.081 -0.005
H 11.623914 -0.416631 0.349429 0.045 0.076 -0.015
H 10.079125 -0.939273 1.078630 -0.120 -0.068 0.010
H 10.506605 -1.461759 -0.574616 -0.106 -0.047 -0.004
```
Positions in Å, forces in eV/Å.

Computed properties:
LUMO level = -0.1464 Ha
Highest occupied orbital energy = -12.15 eV
Charge = +1